Formula: C5H9N
Source: the OMol25 dataset
Level of theory: ωB97M-V/def2-TZVPD

Geometry as XYZ:
```
15
Properties=species:S:1:pos:R:3:nbo_charge:R:1
C 0.119 2.084 1.857 -0.368
C 0.800 0.940 1.655 -0.198
C 0.806 0.348 0.263 -0.257
N -0.192 -0.648 -0.106 -0.599
C -0.154 -1.473 -1.198 0.042
C -1.134 -1.690 -2.155 -0.556
H 0.300 2.701 2.680 0.198
H -0.729 2.345 1.146 0.195
H 0.995 0.188 2.471 0.217
H 1.748 -0.151 0.102 0.202
H 0.725 1.145 -0.438 0.179
H -1.144 -0.207 0.126 0.371
H 0.780 -2.027 -1.255 0.170
H -1.793 -0.902 -2.602 0.206
H -1.128 -2.653 -2.547 0.198
```

Output
LUMO energy = 0.913 eV
strongest force on any atom = 0.080 hartree/bohr
energy above the lowest of the compared OMol25 structures with the same formula, charge and spin = 75.0 kcal/mol
SMILES = C=CCNC=C

Formula: C2H2FNaO2
Source: the OMol25 dataset
Level of theory: ωB97M-V/def2-TZVPD

Geometry as XYZ:
```
8
Properties=species:S:1:pos:R:3:nbo_charge:R:1
C 0.014 0.073 -0.165 0.721
C 1.420 0.616 -0.085 0.297
O 2.372 0.009 -0.512 -0.442
O -0.956 0.578 0.361 -0.544
F -0.064 -1.183 -0.582 -0.313
H 1.484 1.585 0.448 0.153
Na -2.900 -0.284 1.319 0.786
H -2.874 1.261 -0.170 -0.658
```

Output
LUMO energy (alpha / beta) = -1.147 / -1.146 eV
strongest force on any atom = 0.046 hartree/bohr
energy above the lowest of the compared OMol25 structures with the same formula, charge and spin = 78.4 kcal/mol

Formula: C46H51N4OPReS2
Source: the OMol25 dataset
Level of theory: ωB97M-V/def2-TZVPD

Geometry as XYZ:
```
106
Properties=species:S:1:pos:R:3:lowdin_spin:R:1
Re -2.906 0.068 0.423 0.812
C -1.248 -3.907 -0.986 0.000
C -0.689 -3.569 -2.203 -0.001
C -0.879 -2.288 -2.704 0.000
C -1.613 -1.387 -1.959 0.002
N -2.142 -1.716 -0.771 0.001
C -1.968 -2.945 -0.297 0.000
C -1.962 0.029 -2.327 0.011
C -1.517 0.567 -3.711 0.002
C -1.041 1.986 -3.666 -0.003
C -0.819 2.631 -2.520 -0.001
C -1.194 2.090 -1.209 -0.004
C -1.754 0.879 -1.098 0.003
H -1.127 -4.892 -0.559 0.000
H -0.112 -4.293 -2.764 0.000
H -0.453 -1.996 -3.653 0.000
H -2.408 -3.154 0.669 0.000
H -0.747 -0.031 -4.205 0.000
H -0.827 2.470 -4.613 0.000
H -0.427 3.642 -2.549 0.000
H -1.128 2.751 -0.352 -0.001
C -3.364 2.990 3.666 -0.003
C -4.296 3.881 3.149 0.013
C -4.780 3.700 1.865 -0.002
C -4.339 2.619 1.108 0.013
C -3.414 1.683 1.616 0.001
C -2.933 1.910 2.913 0.013
C -4.715 2.423 -0.294 0.003
C -5.489 3.303 -1.047 0.002
C -5.536 3.171 -2.418 0.002
C -4.830 2.145 -3.039 0.002
C -4.623 2.090 -4.490 0.000
C -3.724 1.285 -5.052 0.001
C -2.961 0.281 -4.254 0.000
C -3.453 0.066 -2.809 0.003
C -4.194 1.221 -2.220 0.004
N -4.137 1.354 -0.889 0.004
H -2.986 3.133 4.671 0.000
H -4.643 4.715 3.745 0.001
H -5.498 4.405 1.466 0.000
H -2.233 1.211 3.355 0.000
H -5.989 4.126 -0.559 0.000
H -6.075 3.895 -3.016 0.000
H -5.180 2.797 -5.093 0.000
H -3.551 1.336 -6.121 0.000
H -2.953 -0.674 -4.785 0.000
H -4.020 -0.850 -2.622 0.000
S -4.874 -1.227 0.257 0.017
C -5.958 -0.396 1.266 0.006
N -6.720 0.154 1.936 0.012
S -1.060 -2.381 4.050 0.052
C -1.698 -1.545 2.852 0.034
N -2.149 -0.942 1.946 0.001
O 0.303 -1.051 0.481 -0.001
P 1.767 -0.836 0.675 0.000
C 2.597 -2.433 0.311 0.000
C 1.923 -3.513 1.204 0.000
C 2.838 -3.958 2.336 0.000
C 4.101 -4.635 1.788 0.000
C 4.528 -4.024 0.446 0.000
C 4.126 -2.553 0.355 0.000
C 2.206 0.590 -0.416 0.000
C 3.497 1.412 -0.338 0.000
C 4.685 0.781 -1.050 0.000
C 4.339 0.460 -2.501 0.000
C 3.085 -0.405 -2.597 0.000
C 1.902 0.241 -1.880 0.000
C 2.050 -0.411 2.436 0.000
C 3.493 -0.164 2.916 0.000
C 3.479 0.636 4.215 0.000
C 2.924 2.049 3.997 0.000
C 1.806 2.075 2.942 0.000
C 1.093 0.734 2.848 0.000
H 2.268 -2.623 -0.718 0.000
H 1.683 -4.379 0.579 0.000
H 0.966 -3.153 1.586 0.000
H 2.305 -4.632 3.008 0.000
H 3.111 -3.089 2.940 0.000
H 3.918 -5.705 1.657 0.000
H 4.912 -4.549 2.515 0.000
H 4.051 -4.561 -0.379 0.000
H 5.604 -4.134 0.301 0.000
H 4.562 -2.108 -0.539 0.000
H 4.546 -2.012 1.207 0.000
H 1.387 1.240 -0.076 0.000
H 3.751 1.674 0.688 0.000
H 3.274 2.362 -0.840 0.000
H 4.989 -0.128 -0.526 0.000
H 5.541 1.459 -1.007 0.000
H 5.181 -0.026 -3.001 0.000
H 4.160 1.400 -3.034 0.000
H 3.292 -1.391 -2.172 0.000
H 2.826 -0.575 -3.646 0.000
H 1.013 -0.390 -1.931 0.000
H 1.650 1.174 -2.396 0.000
H 1.679 -1.317 2.931 0.000
H 4.087 0.369 2.170 0.000
H 3.997 -1.119 3.075 0.000
H 4.483 0.689 4.641 0.000
H 2.864 0.100 4.943 0.000
H 3.734 2.717 3.692 0.000
H 2.549 2.437 4.946 0.000
H 2.218 2.336 1.963 0.000
H 1.085 2.860 3.177 0.000
H 0.253 0.781 2.152 0.000
H 0.656 0.486 3.820 0.000
```

Output
LUMO energy (alpha / beta) = -0.887 / -0.896 eV
strongest force on any atom = 0.006 hartree/bohr
multiplicity = 2

Formula: C6H10O
Source: the OMol25 dataset
Level of theory: ωB97M-V/def2-TZVPD

Geometry as XYZ:
```
17
Properties=species:S:1:pos:R:3:nbo_charge:R:1
C -0.291 -0.801 1.411 -0.179
C -1.119 -1.320 0.500 -0.256
C -0.576 -1.130 -0.874 -0.121
O -0.919 0.118 -1.454 -0.523
C -0.560 1.232 -0.659 -0.068
C 0.906 1.222 -0.235 -0.454
C 1.215 -0.034 0.666 -0.433
H -0.674 -0.810 2.470 0.217
H -2.093 -1.800 0.651 0.219
H -0.789 -1.915 -1.590 0.191
H 0.481 -1.138 -0.650 0.187
H -1.146 1.259 0.268 0.169
H -0.815 2.108 -1.262 0.194
H 1.121 2.135 0.331 0.215
H 1.526 1.297 -1.151 0.213
H 1.940 -0.632 0.040 0.221
H 1.792 0.209 1.539 0.209
```

Output
LUMO energy = 1.133 eV
strongest force on any atom = 0.033 hartree/bohr
energy above the lowest of the compared OMol25 structures with the same formula, charge and spin = 65.3 kcal/mol
SMILES = C1=CCOCCC1

Formula: C13H17NSe
Source: the OMol25 dataset
Level of theory: ωB97M-V/def2-TZVPD

Geometry as XYZ:
```
32
Properties=species:S:1:pos:R:3:nbo_charge:R:1
C 2.269 3.121 -2.697 -0.217
C 2.700 2.255 -1.722 -0.200
C 0.931 3.298 -2.972 -0.202
C 1.758 1.311 -1.186 -0.222
C 0.055 2.342 -2.524 -0.212
C 0.454 1.353 -1.672 -0.227
C 0.350 -4.590 2.455 -0.369
C 1.079 -3.804 1.670 -0.186
C 0.950 -1.331 -1.066 -0.068
C -2.990 0.399 2.338 -0.614
C 0.554 -2.618 0.952 -0.299
C -2.791 0.854 0.810 -0.473
C -1.460 1.247 0.363 -0.597
N 1.255 -2.244 -0.265 -0.422
Se -0.703 0.048 -0.876 0.742
H 2.950 3.934 -2.850 0.213
H 3.715 2.109 -1.493 0.214
H 0.680 4.073 -3.736 0.224
H 2.012 0.608 -0.358 0.228
H -1.009 2.329 -2.668 0.226
H 0.824 -5.391 2.810 0.184
H -0.674 -4.368 2.968 0.198
H 2.058 -4.091 1.398 0.212
H 1.554 -1.158 -1.984 0.201
H -2.872 -0.676 2.626 0.200
H -3.973 0.736 2.735 0.201
H -2.242 0.887 2.889 0.197
H -0.525 -2.654 0.532 0.210
H 0.640 -1.719 1.533 0.216
H -3.416 1.769 0.763 0.219
H -3.330 0.120 0.191 0.213
H -0.801 1.852 1.036 0.211
```

Output
LUMO energy (alpha / beta) = 0.480 / 0.480 eV
strongest force on any atom = 0.084 hartree/bohr
energy above the lowest of the compared OMol25 structures with the same formula, charge and spin = 105.9 kcal/mol